# 1
Below is 3 unconnected molecules or ions with the total composition C26H60ClFN7O8P2 at a distorted geometry, with properties calculated with ωB97M-V with the def2-TZVPD basis set.

Total charge = -1
DFT total energy = -88561.7477 eV
Orbital gap = 7.340 eV
Maximum force = 5.73 eV/Å

Each line ends with the Mulliken charge.
Element x y z (Å)
C -1.967 3.849 3.380  -1.33
C -1.862 2.876 2.180  -0.46
C -0.462 2.846 1.571  0.46
F -0.595 3.272 0.221  -0.45
C 0.334 1.527 1.639  0.37
C 0.119 0.783 3.014  -0.39
O 0.308 -0.444 3.031  -0.52
O -0.181 1.508 3.991  -0.69
C -0.088 0.553 0.495  -0.36
Cl 1.193 -0.644 0.103  -0.20
C -1.489 -0.066 0.705  0.20
C -1.525 -1.580 0.472  -1.76
N 1.798 1.741 1.547  0.64
C 2.219 2.509 0.378  -1.28
C 3.551 1.982 -0.233  -0.82
C 3.381 1.601 -1.685  -0.71
O 3.239 2.824 -2.457  -0.34
C 2.753 2.644 -3.693  0.76
C 2.023 3.833 -4.266  -0.93
O 2.882 1.620 -4.330  -0.58
C 2.358 2.226 2.790  -0.54
O 3.564 2.962 2.497  -0.21
O 4.198 3.184 3.748  -0.47
H -2.067 3.286 4.305  0.27
H -1.071 4.460 3.496  0.30
H -2.823 4.521 3.287  0.37
H -2.573 3.238 1.437  0.54
H -2.189 1.915 2.555  0.06
H 0.158 3.611 2.039  0.40
H -0.146 1.142 -0.417  0.64
H -2.151 0.345 -0.063  -0.09
H -1.947 0.148 1.664  0.25
H -1.289 -1.835 -0.560  0.35
H -0.908 -2.116 1.188  0.25
H -2.559 -1.912 0.623  0.52
H 2.320 3.583 0.573  0.48
H 1.484 2.450 -0.421  0.76
H 3.879 1.140 0.373  0.43
H 4.271 2.796 -0.132  0.24
H 4.226 1.014 -2.039  0.51
H 2.453 1.041 -1.794  0.37
H 2.340 3.933 -5.303  0.33
H 2.259 4.761 -3.751  0.32
H 0.952 3.644 -4.270  0.15
H 2.642 1.408 3.460  0.45
H 1.700 2.893 3.359  0.30
H 4.662 2.351 3.916  0.34
O -4.588 3.200 -2.073  -0.70
P -5.250 2.587 -3.245  0.39
N -6.539 1.705 -2.555  0.21
C -7.189 0.571 -3.178  -0.91
C -7.531 2.587 -1.948  -1.14
N -3.983 1.524 -3.803  0.44
C -4.156 0.075 -3.883  -1.22
C -2.700 1.734 -3.115  -1.62
N -5.934 2.901 -4.802  0.13
C -5.706 2.041 -5.948  -0.94
C -5.595 4.291 -5.192  -1.05
H -7.831 0.853 -4.029  0.30
H -7.831 0.081 -2.442  0.39
H -6.480 -0.179 -3.506  0.25
H -8.077 3.174 -2.703  0.35
H -7.047 3.279 -1.259  0.28
H -8.255 2.006 -1.378  0.37
H -4.450 -0.365 -2.922  0.39
H -3.210 -0.380 -4.182  0.37
H -4.863 -0.240 -4.650  0.31
H -2.694 1.290 -2.114  0.62
H -2.458 2.789 -3.026  0.36
H -1.894 1.276 -3.692  0.46
H -4.650 1.949 -6.222  0.33
H -6.242 2.477 -6.794  0.43
H -6.144 1.055 -5.810  0.21
H -4.515 4.422 -5.343  0.34
H -5.918 4.992 -4.420  0.32
H -6.105 4.565 -6.116  0.36
O 3.951 -4.120 0.703  -0.75
P 3.820 -4.791 2.017  0.41
N 3.243 -3.593 3.056  0.28
C 3.408 -3.592 4.494  -0.85
C 1.873 -3.181 2.709  -1.15
N 5.520 -5.144 2.327  0.22
C 6.220 -4.626 3.497  -1.19
C 6.386 -4.858 1.179  -1.08
N 3.202 -6.201 2.817  0.16
C 3.971 -6.955 3.787  -0.95
C 2.702 -7.143 1.790  -1.06
H 2.776 -4.340 5.002  0.29
H 3.114 -2.614 4.879  0.37
H 4.439 -3.742 4.793  0.26
H 1.154 -3.992 2.910  0.33
H 1.803 -2.915 1.656  0.21
H 1.568 -2.303 3.276  0.46
H 6.167 -3.532 3.568  0.36
H 7.274 -4.907 3.438  0.42
H 5.877 -5.058 4.437  0.26
H 6.581 -3.785 1.063  0.33
H 5.961 -5.231 0.253  0.36
H 7.344 -5.366 1.324  0.35
H 4.903 -7.365 3.385  0.34
H 3.347 -7.787 4.122  0.44
H 4.174 -6.372 4.684  0.21
H 3.513 -7.531 1.159  0.36
H 1.974 -6.648 1.144  0.30
H 2.199 -7.990 2.258  0.37

***

# 2
Below is 4 unconnected molecules or ions with the total composition C26H60INO11PS at a distorted geometry, with properties calculated with ωB97M-V with the def2-TZVPD basis set.

Total charge = +1
DFT total energy = -80160.5648 eV
Orbital gap = 6.294 eV
Maximum force = 3.16 eV/Å

Each line ends with the Mulliken charge.
Element x y z (Å)
C 4.723 1.580 -4.607  -0.92
C 4.287 2.222 -3.286  -0.50
S 3.330 3.760 -3.523  0.00
C 1.835 3.122 -4.351  -1.17
P 0.310 3.876 -3.718  0.33
I 0.538 4.222 -1.335  0.21
C -0.049 5.516 -4.447  -0.57
C 0.931 5.956 -5.532  -0.19
O 2.088 5.886 -5.433  -0.35
C -1.173 2.870 -3.928  -1.15
C -1.158 1.545 -3.143  1.28
O 0.123 0.984 -2.986  -0.51
C -2.017 0.498 -3.820  -1.00
N -3.235 1.077 -4.398  -0.59
H 4.309 2.061 -5.480  0.34
H 4.479 0.527 -4.638  0.17
H 5.797 1.625 -4.668  0.35
H 5.164 2.509 -2.737  0.45
H 3.660 1.569 -2.698  0.29
H 1.921 3.335 -5.407  0.63
H 1.834 2.047 -4.233  0.62
H -1.030 5.455 -4.901  0.45
H -0.083 6.288 -3.689  0.46
H 0.481 6.389 -6.440  0.39
H -1.402 2.745 -4.977  0.59
H -1.990 3.461 -3.535  0.52
H -1.618 1.717 -2.177  -0.66
H 0.531 1.290 -2.166  0.30
H -1.443 -0.040 -4.572  0.38
H -2.288 -0.239 -3.083  0.49
H -3.025 1.448 -5.313  0.20
H -3.919 0.346 -4.524  0.26
C -2.399 0.372 1.058  -0.66
O -2.357 1.578 1.786  -0.23
C -2.233 2.711 0.949  -0.24
C -2.725 3.958 1.653  -0.44
O -4.136 4.091 1.662  -0.50
C -4.853 3.249 2.559  -0.40
C -4.738 3.660 4.009  -0.57
O -3.500 3.219 4.544  -0.12
C -3.117 3.963 5.684  -0.98
H -1.475 0.227 0.482  0.23
H -2.500 -0.446 1.770  0.23
H -3.262 0.355 0.383  0.31
H -2.805 2.567 0.022  0.25
H -1.167 2.830 0.701  0.19
H -2.363 4.823 1.089  0.36
H -2.311 4.029 2.661  0.16
H -4.575 2.203 2.425  0.13
H -5.900 3.348 2.266  0.40
H -5.550 3.193 4.582  0.40
H -4.824 4.750 4.091  0.38
H -2.985 5.021 5.431  0.40
H -2.166 3.569 6.037  0.27
H -3.860 3.866 6.483  0.36
C -2.392 0.496 5.507  -0.52
O -2.378 -0.694 6.266  -0.41
C -3.670 -1.261 6.391  -0.51
C -3.581 -2.739 6.703  -0.48
O -3.303 -3.548 5.566  -0.46
C -1.968 -3.540 5.078  -0.25
C -0.999 -4.324 5.935  -0.62
O -0.599 -3.567 7.064  -0.26
C -0.120 -4.380 8.112  -0.78
H -3.019 1.256 5.980  0.29
H -1.370 0.867 5.447  0.35
H -2.752 0.305 4.490  0.14
H -4.240 -1.122 5.463  0.33
H -4.192 -0.749 7.211  0.42
H -4.566 -3.064 7.047  0.41
H -2.873 -2.932 7.510  0.20
H -1.613 -2.521 4.911  0.11
H -2.022 -4.033 4.105  0.39
H -0.101 -4.558 5.344  0.41
H -1.472 -5.261 6.251  0.35
H -0.901 -5.065 8.462  0.33
H 0.164 -3.729 8.936  0.23
H 0.757 -4.955 7.794  0.32
C 3.519 -4.975 -0.492  -0.76
O 3.562 -4.826 -1.894  -0.26
C 2.607 -3.895 -2.368  -0.59
C 3.010 -3.359 -3.724  -0.49
O 4.012 -2.349 -3.669  -0.34
C 5.341 -2.785 -3.395  -0.45
C 6.009 -3.482 -4.559  -0.60
O 5.574 -4.826 -4.652  -0.27
C 5.760 -5.363 -5.944  -0.76
H 2.542 -5.346 -0.165  0.32
H 4.283 -5.696 -0.210  0.24
H 3.738 -4.023 0.007  0.32
H 2.504 -3.060 -1.663  0.35
H 1.639 -4.409 -2.456  0.42
H 2.136 -2.868 -4.159  0.42
H 3.299 -4.166 -4.399  0.20
H 5.378 -3.396 -2.492  0.19
H 5.902 -1.869 -3.191  0.41
H 7.097 -3.482 -4.404  0.43
H 5.781 -2.941 -5.486  0.34
H 5.181 -4.801 -6.685  0.33
H 5.403 -6.391 -5.932  0.24
H 6.819 -5.357 -6.223  0.32